1.
Formula: C7H6ClFN3
Source: OMol25
Level of theory: ωB97M-V/def2-TZVPD

Computed properties:
molecular weight	186.6	g mol⁻¹
maximum force	0.092	Eh/bohr
E_LUMO (spin up / spin down)	-6.18 / -6.18	eV
relative energy (zero: lowest compared OMol25 entry of this formula, charge and spin)	586.4	kJ/mol
Kohn-Sham gap (spin up / spin down)	4.7 / 4.7	eV
E_tot	-994.1882	hartree

```
! wB97M-V def2-TZVPD RIJCOSX def2/J DEFGRID3
* xyz 1 1
C -2.23 0.85 -0.25
C -1.32 -0.10 0.18
C -1.88 2.07 -0.80
C 0.09 0.13 0.19
C 0.23 1.46 -0.19
C 2.42 -0.58 0.64
C 1.96 1.20 2.22
N -0.53 2.31 -0.72
N 1.03 -0.80 0.44
N 2.68 0.43 1.39
F 0.65 1.08 2.31
Cl 2.54 2.64 3.00
H -3.28 0.66 -0.27
H -1.44 -1.08 0.63
H -2.54 2.82 -1.05
H 3.05 -1.41 0.49
H 0.82 -1.77 0.80
H 3.68 0.75 1.43
*
```

Here are the natural (NBO) charges for atoms 1 to 6, given in e: C -0.20; C -0.17; C 0.03; C 0.10; C 0.47; C 0.01

2.
Formula: C5H10O
Source: OMol25
Level of theory: ωB97M-V/def2-TZVPD

Computed properties:
SMILES	C[C@@H]1OC[C@@H]1C
molecular weight	86.1	g mol⁻¹
maximum force	0.088	Eh/bohr
E_LUMO	1.08	eV
relative energy (zero: lowest compared OMol25 entry of this formula, charge and spin)	308.6	kJ/mol
Kohn-Sham gap	10.7	eV
E_tot	-271.6351	hartree

```
! wB97M-V def2-TZVPD RIJCOSX def2/J DEFGRID3
* xyz 0 1
C -1.68 0.75 -0.19
C -0.68 -0.14 0.55
C -0.35 -1.52 0.05
O 0.98 -1.35 0.60
C 0.82 0.12 0.56
C 1.59 0.73 -0.56
H -1.73 1.74 0.27
H -2.68 0.32 -0.18
H -1.41 0.90 -1.26
H -0.37 -0.69 1.71
H -0.22 -1.71 -1.01
H -0.85 -2.39 0.48
H 1.21 0.55 1.49
H 2.67 0.55 -0.46
H 1.44 1.81 -0.54
H 1.25 0.35 -1.52
*
```

Here are the natural (NBO) charges for atoms 1 to 6, given in e: C -0.63; C -0.25; C -0.09; O -0.55; C 0.09; C -0.64

3.
Formula: C5H21N3O3
Source: OMol25
Level of theory: ωB97M-V/def2-TZVPD

Computed properties:
SMILES	CNC[C@H](N)CCN.O.O.O
molecular weight	171.2	g mol⁻¹
maximum force	0.052	Eh/bohr
E_LUMO	0.34	eV
relative energy (zero: lowest compared OMol25 entry of this formula, charge and spin)	161.1	kJ/mol
Kohn-Sham gap	9.0	eV
E_tot	-593.0138	hartree

```
! wB97M-V def2-TZVPD RIJCOSX def2/J DEFGRID3
* xyz 0 1
N 0.63 2.58 -1.25
C 0.61 1.16 -0.87
C -0.45 0.41 -1.68
C -2.02 0.57 -1.77
N -2.78 1.27 -0.78
C 0.30 1.09 0.63
N 0.48 -0.11 1.51
C 1.71 -0.01 2.32
H -0.12 2.77 -1.90
H 0.60 3.18 -0.44
H 1.57 0.73 -1.20
H -0.34 -0.66 -1.51
H -0.13 0.27 -2.73
H -2.29 -0.54 -1.88
H -2.28 0.87 -2.79
H -3.76 1.04 -0.84
H -2.40 1.16 0.13
H 0.88 1.90 1.09
H -0.73 1.38 0.73
H 0.70 -0.97 0.95
H 1.55 -0.75 3.10
H 2.71 -0.13 1.85
H 1.68 0.96 2.85
H -1.63 -0.99 2.95
H -1.48 -2.40 2.75
O -2.16 -1.72 2.63
H 0.67 -2.47 -0.71
H -0.73 -2.58 0.05
O 0.20 -2.82 0.08
H 3.01 -1.91 -1.83
H 3.35 -1.41 -0.49
O 2.66 -1.88 -0.94
*
```

Here are the natural (NBO) charges for atoms 1 to 6, given in e: N -0.84; C -0.07; C -0.44; C -0.21; N -0.84; C -0.22

4.
Formula: C31H43Br21ClFN4O7P
Source: OMol25
Level of theory: ωB97M-V/def2-TZVPD

Computed properties:
molecular weight	2347.1	g mol⁻¹
maximum force	0.056	Eh/bohr
E_LUMO	-4.83	eV
Kohn-Sham gap	6.8	eV
E_tot	-56908.1587	hartree

```
! wB97M-V def2-TZVPD RIJCOSX def2/J DEFGRID3
* xyz 1 1
C 3.66 -4.91 2.13
C 2.13 -4.79 2.36
C 1.31 -4.76 1.04
Cl 0.70 -6.44 0.81
C 0.29 -3.58 1.05
C 0.94 -2.35 0.31
C 2.43 -2.08 0.54
C 2.84 -1.37 1.87
C 1.90 -1.41 3.10
C 1.83 -0.07 3.91
N 0.48 0.21 4.41
C 0.16 -0.97 0.36
C 0.89 0.31 0.00
C 1.50 0.60 -1.21
C 2.15 1.80 -1.46
C 2.21 2.80 -0.48
C 2.89 4.11 -0.74
C 1.59 2.52 0.74
C 0.93 1.31 0.97
C 0.53 -2.87 -1.13
P 1.39 -2.68 -2.76
O 1.46 -3.96 -3.45
O 0.66 -1.61 -3.68
O 2.87 -2.12 -2.55
N -0.57 -3.56 -1.06
C -1.22 -4.23 -2.21
O -0.85 -5.33 -2.44
N -2.26 -3.68 -2.95
C -2.29 -2.33 -3.30
O -2.37 -1.99 -4.42
F -2.29 -1.37 -2.35
C -1.09 -3.73 0.36
N -2.07 -2.73 0.78
C -1.89 -5.05 0.57
C -3.39 -4.96 0.55
O -3.89 -4.44 -0.71
C -5.24 -4.20 -0.57
O -6.03 -5.06 -0.36
H 3.95 -4.74 1.09
H 4.18 -4.27 2.84
H 3.97 -5.93 2.36
H 1.87 -3.98 3.02
H 1.86 -5.70 2.90
H 1.99 -4.64 0.20
H 0.02 -3.42 2.09
H 3.04 -2.98 0.48
H 2.81 -1.47 -0.27
H 3.02 -0.32 1.63
H 3.81 -1.76 2.18
H 0.87 -1.71 2.92
H 2.31 -2.14 3.81
H 2.24 0.76 3.35
H 2.43 -0.21 4.81
H -0.20 0.22 3.66
H 0.19 -0.52 5.04
H -0.70 -1.04 -0.31
H -0.29 -0.85 1.34
H 1.48 -0.11 -2.02
H 2.63 1.98 -2.42
H 3.38 4.51 0.15
H 3.60 4.00 -1.55
H 2.12 4.82 -1.06
H 1.62 3.27 1.52
H 0.47 1.19 1.94
H 0.13 -0.97 -3.18
H 3.38 -2.86 -2.20
H -2.46 -4.25 -3.77
H -1.74 -2.19 1.56
H -2.38 -2.14 0.02
H -1.61 -5.43 1.56
H -1.59 -5.85 -0.11
H -3.84 -4.46 1.41
H -3.77 -5.99 0.62
H -5.59 -3.16 -0.65
C -1.89 4.90 2.58
Br -3.04 5.69 1.26
Br -0.84 3.45 1.83
Br -0.77 6.20 3.45
H -2.53 4.47 3.34
C -3.85 1.52 0.75
Br -4.05 0.80 2.53
Br -3.27 0.17 -0.51
Br -5.44 2.39 0.13
H -3.07 2.26 0.80
C 1.69 4.53 6.67
Br 1.67 3.71 4.93
Br 0.89 6.29 6.66
Br 0.87 3.39 7.99
H 2.72 4.65 6.95
C 5.40 2.75 -4.49
Br 5.88 0.89 -4.63
Br 3.48 2.99 -4.54
Br 6.19 3.58 -2.94
H 5.79 3.25 -5.36
C -5.00 3.91 -3.82
Br -4.19 2.16 -3.98
Br -6.92 3.82 -3.89
Br -4.39 4.83 -2.25
H -4.67 4.49 -4.68
C -6.79 6.56 1.66
Br -6.92 5.23 3.05
Br -7.89 6.10 0.14
Br -7.18 8.32 2.32
H -5.77 6.57 1.32
C 3.54 5.40 -8.04
Br 3.43 6.00 -9.86
Br 5.12 4.35 -7.73
Br 3.40 6.85 -6.79
H 2.69 4.75 -7.86
*
```

Here are the Mulliken charges for atoms 1 to 6, given in e: C -1.45; C -0.41; C -0.29; Cl -0.18; C -0.37; C 2.21

5.
Formula: C45H53N2OOsP2Si2
Source: OMol25
Level of theory: ωB97M-V/def2-TZVPD

Computed properties:
molecular weight	946.3	g mol⁻¹
maximum force	0.013	Eh/bohr
E_LUMO	-9.77	eV
Kohn-Sham gap	5.8	eV
E_tot	-3282.7947	hartree

```
! wB97M-V def2-TZVPD RIJCOSX def2/J DEFGRID3
* xyz 3 1
Os -0.10 0.74 -0.35
C 3.77 0.49 1.86
N 2.58 0.17 1.04
P 2.33 0.52 -0.64
C 3.33 1.94 -1.15
C 4.72 1.78 -1.18
C 5.52 2.83 -1.60
C 4.94 4.03 -2.02
C 3.56 4.17 -2.02
C 2.76 3.13 -1.59
C 3.10 -0.82 -1.56
C 3.68 -1.91 -0.91
C 4.32 -2.89 -1.66
C 4.36 -2.79 -3.04
C 3.76 -1.71 -3.69
C 3.14 -0.72 -2.95
P 0.99 0.27 1.53
C 0.81 0.89 3.19
C 0.09 2.05 3.47
C 0.00 2.50 4.78
C 0.62 1.79 5.80
C 1.32 0.63 5.52
C 1.42 0.17 4.22
C -0.25 -0.93 1.18
C -1.28 -1.24 2.21
C -2.02 -2.34 2.15
C -1.91 -3.32 1.02
C -1.43 -2.69 -0.29
C -0.29 -1.67 -0.08
H 4.66 0.30 1.27
H 3.80 -0.16 2.73
H 3.77 1.53 2.18
H 5.18 0.84 -0.92
H 6.59 2.71 -1.62
H 5.57 4.84 -2.36
H 3.11 5.09 -2.38
H 1.68 3.24 -1.62
H 3.64 -1.99 0.17
H 4.80 -3.72 -1.16
H 4.86 -3.55 -3.62
H 3.81 -1.63 -4.77
H 2.72 0.14 -3.45
H -0.42 2.59 2.69
H -0.56 3.40 5.00
H 0.54 2.15 6.82
H 1.78 0.07 6.33
H 1.96 -0.74 4.02
H -1.35 -0.57 3.05
H -2.73 -2.55 2.94
H -2.87 -3.80 0.84
H -2.24 -2.38 -0.93
H -0.30 -0.98 -1.06
C -3.53 1.48 2.26
Si -3.77 1.11 0.44
C -4.26 -0.68 0.18
C -5.21 2.11 -0.23
C -2.17 1.55 -0.51
C -1.63 2.88 -0.14
C -2.20 4.14 -0.01
C -1.41 5.20 0.39
C -0.05 5.01 0.65
C 0.47 3.75 0.48
N -0.31 2.74 0.07
Si -2.29 1.56 -2.40
C -2.88 -0.07 -3.11
C -3.21 2.98 -3.17
C -0.46 1.81 -2.82
H -4.47 1.84 2.70
H -2.78 2.24 2.46
H -3.25 0.58 2.82
H -5.25 -0.83 0.63
H -3.57 -1.37 0.66
H -4.36 -0.93 -0.87
H -6.11 1.87 0.35
H -5.44 1.85 -1.27
H -5.09 3.19 -0.17
H -3.26 4.28 -0.21
H -1.84 6.18 0.52
H 0.58 5.82 0.98
H 1.52 3.53 0.66
H -3.96 -0.17 -3.01
H -2.41 -0.93 -2.64
H -2.65 -0.11 -4.18
H -4.29 2.90 -3.02
H -3.03 2.99 -4.25
H -2.88 3.95 -2.79
H 0.34 1.20 -2.34
H -0.18 2.86 -2.71
H -0.30 1.54 -3.87
C -0.23 -3.78 -2.38
C -0.32 -3.58 -0.89
O 0.70 -2.66 -0.39
C -0.33 -4.82 -0.03
C -0.87 -4.47 1.28
C -1.19 -5.58 2.19
C -0.86 -6.85 1.85
C -0.26 -7.11 0.60
C 0.00 -6.10 -0.36
H -0.33 -2.83 -2.90
H -1.02 -4.45 -2.74
H 0.74 -4.21 -2.65
H 0.00 -3.98 1.79
H -1.64 -5.35 3.15
H -1.05 -7.68 2.52
H -0.02 -8.13 0.35
H 0.40 -6.37 -1.32
*
```

Here are the Mulliken charges for atoms 1 to 6, given in e: Os 0.01; C -0.92; N 0.50; P 0.66; C 1.51; C -0.75

Q: Which of these has the lowest molecular weight?
A: C5H10O

Q: Which value of molecular weight does entry 4 give?
A: 2347.1 g mol⁻¹